{
  "formula": "C63H137N11O11",
  "method": "ωB97M-V with the def2-TZVPD basis set",
  "e_tot_ev": -106451.558,
  "homo_ev": -7.38,
  "largest_force_ha_per_bohr": 0.123,
  "de_lowest_kj_mol": 1099.2,
  "smiles": "CC1(C)CCCC(C)(C)N1O.CC1(C)CCCC(C)(C)N1O.CC1(C)CCCC(C)(C)N1O.CC1(C)CCCC(C)(C)N1O.CC1(C)CCCC(C)(C)N1O.CN(C)C=O.CN(C)C=O.CN(C)C=O.CN(C)C=O.CN(C)C=O.CN(C)C=O",
  "e_lumo_ev": 0.199,
  "gap_ev": 7.5793,
  "symbols": ["C", "C", "C", "C", "C", "C", "C", "C", "C", "N", "O", "H", "H", "H", "H", "H", "H", "H", "H", "H", "H", "H", "H", "H", "H", "H", "H", "H", "H", "H", "C", "C", "C", "C", "C", "C", "C", "C", "C", "N", "O", "H", "H", "H", "H", "H", "H", "H", "H", "H", "H", "H", "H", "H", "H", "H", "H", "H", "H", "H", "C", "C", "C", "C", "C", "C", "C", "C", "C", "N", "O", "H", "H", "H", "H", "H", "H", "H", "H", "H", "H", "H", "H", "H", "H", "H", "H", "H", "H", "H", "C", "C", "C", "C", "C", "C", "C", "C", "C", "N", "O", "H", "H", "H", "H", "H", "H", "H", "H", "H", "H", "H", "H", "H", "H", "H", "H", "H", "H", "H", "C", "C", "C", "C", "C", "C", "C", "C", "C", "N", "O", "H", "H", "H", "H", "H", "H", "H", "H", "H", "H", "H", "H", "H", "H", "H", "H", "H", "H", "H", "C", "N", "C", "C", "O", "H", "H", "H", "H", "H", "H", "H", "C", "N", "C", "C", "O", "H", "H", "H", "H", "H", "H", "H", "C", "N", "C", "C", "O", "H", "H", "H", "H", "H", "H", "H", "C", "N", "C", "C", "O", "H", "H", "H", "H", "H", "H", "H", "C", "N", "C", "C", "O", "H", "H", "H", "H", "H", "H", "H", "C", "N", "C", "C", "O", "H", "H", "H", "H", "H", "H", "H"],
  "coordinates": [[11.305, 10.947, 14.486], [12.179, 10.396, 15.581], [12.395, 11.414, 16.707], [11.407, 9.164, 16.284], [12.341, 8.205, 17.015], [13.299, 7.719, 15.910], [14.298, 8.822, 15.459], [15.505, 9.025, 16.438], [15.016, 8.309, 14.122], [13.532, 10.024, 15.094], [14.363, 11.061, 14.594], [10.281, 10.917, 14.860], [11.502, 11.970, 14.165], [11.350, 10.242, 13.655], [11.525, 11.763, 17.264], [13.092, 11.204, 17.518], [12.772, 12.372, 16.349], [10.867, 9.656, 17.093], [10.837, 8.599, 15.547], [12.983, 8.654, 17.773], [12.014, 7.254, 17.436], [12.806, 7.264, 15.051], [13.946, 6.939, 16.314], [15.392, 9.937, 17.025], [16.453, 9.180, 15.923], [15.639, 8.252, 17.194], [15.795, 8.900, 13.640], [14.239, 8.201, 13.366], [15.422, 7.387, 14.540], [14.154, 11.245, 13.675], [19.133, 15.173, 17.440], [18.533, 13.812, 17.632], [18.776, 12.948, 16.358], [19.139, 13.071, 18.919], [18.533, 13.669, 20.225], [17.053, 13.228, 20.184], [16.307, 13.868, 19.119], [15.093, 12.964, 18.800], [15.862, 15.306, 19.449], [17.049, 13.928, 17.794], [16.485, 14.642, 16.711], [19.179, 15.850, 18.294], [20.173, 15.011, 17.157], [18.758, 15.635, 16.527], [18.342, 13.351, 15.443], [19.813, 12.727, 16.105], [18.199, 12.036, 16.515], [18.847, 12.025, 18.828], [20.208, 13.231, 19.062], [18.886, 13.111, 21.092], [18.474, 14.752, 20.118], [16.571, 13.563, 21.103], [16.998, 12.154, 20.004], [14.362, 13.540, 18.232], [14.676, 12.357, 19.603], [15.416, 12.181, 18.114], [15.166, 15.585, 18.657], [16.622, 16.083, 19.527], [15.157, 15.437, 20.269], [16.031, 13.969, 16.198], [4.047, 7.926, 16.228], [4.352, 9.428, 15.902], [3.078, 10.223, 15.996], [5.452, 9.897, 16.906], [5.958, 11.267, 16.563], [6.651, 11.336, 15.172], [5.750, 10.845, 13.999], [4.720, 11.850, 13.452], [6.753, 10.395, 12.923], [5.036, 9.574, 14.515], [4.414, 8.968, 13.425], [3.589, 7.761, 17.203], [3.382, 7.615, 15.422], [5.050, 7.500, 16.238], [2.391, 10.514, 15.201], [2.409, 10.014, 16.831], [3.404, 11.209, 16.326], [4.995, 9.742, 17.884], [6.269, 9.203, 16.704], [5.274, 12.083, 16.796], [6.666, 11.456, 17.371], [7.620, 10.842, 15.109], [6.848, 12.407, 15.140], [4.084, 11.376, 12.705], [5.230, 12.677, 12.959], [4.170, 12.386, 14.226], [6.253, 9.887, 12.098], [7.424, 9.611, 13.273], [7.300, 11.264, 12.558], [3.528, 9.279, 13.624], [18.331, 6.095, 12.025], [19.180, 6.291, 13.365], [18.325, 5.645, 14.529], [20.388, 5.473, 13.005], [21.599, 5.821, 13.987], [21.866, 7.372, 14.044], [20.615, 8.223, 14.397], [20.231, 8.022, 15.895], [20.966, 9.689, 14.182], [19.576, 7.753, 13.556], [18.379, 8.428, 13.553], [18.806, 6.463, 11.116], [18.449, 5.032, 11.815], [17.263, 6.294, 12.115], [17.417, 5.113, 14.242], [18.807, 5.165, 15.381], [17.821, 6.440, 15.079], [20.202, 4.400, 13.036], [20.722, 5.494, 11.967], [21.292, 5.506, 14.985], [22.412, 5.186, 13.634], [22.277, 7.574, 13.055], [22.650, 7.588, 14.770], [19.148, 8.067, 16.011], [20.653, 8.732, 16.607], [20.394, 7.023, 16.301], [21.201, 9.859, 13.131], [21.619, 10.137, 14.930], [20.008, 10.206, 14.242], [18.353, 8.897, 12.715], [11.536, 7.931, 7.278], [11.287, 6.840, 8.304], [10.517, 5.672, 7.690], [12.680, 6.515, 8.876], [12.847, 5.833, 10.229], [12.021, 6.706, 11.264], [10.600, 7.093, 10.821], [9.814, 5.832, 11.058], [10.122, 8.245, 11.689], [10.455, 7.533, 9.334], [9.154, 7.695, 8.890], [12.146, 7.618, 6.431], [10.705, 8.500, 6.862], [12.074, 8.783, 7.694], [9.749, 5.843, 6.936], [11.175, 4.932, 7.233], [10.188, 5.086, 8.548], [13.237, 5.905, 8.165], [13.237, 7.452, 8.887], [12.466, 4.815, 10.313], [13.903, 5.882, 10.495], [12.732, 7.450, 11.623], [12.015, 5.973, 12.070], [10.196, 4.939, 10.564], [8.831, 5.969, 10.607], [9.710, 5.753, 12.141], [9.980, 8.025, 12.748], [9.215, 8.751, 11.359], [10.783, 9.107, 11.601], [8.796, 6.805, 8.844], [8.728, 12.989, 21.334], [8.953, 12.113, 20.130], [9.083, 12.805, 18.833], [9.238, 10.889, 20.226], [9.624, 10.115, 19.287], [9.464, 13.781, 21.475], [8.625, 12.560, 22.331], [7.908, 13.704, 21.282], [9.829, 12.281, 18.236], [8.092, 12.687, 18.394], [9.465, 13.823, 18.919], [9.106, 10.642, 21.291], [16.211, 10.078, 10.127], [15.052, 10.655, 10.792], [13.921, 9.753, 10.961], [15.102, 11.805, 11.494], [14.188, 12.052, 12.268], [15.982, 9.907, 9.075], [16.389, 9.102, 10.579], [17.092, 10.700, 10.283], [13.068, 10.030, 11.580], [13.438, 10.002, 10.017], [14.188, 8.700, 10.868], [16.011, 12.426, 11.460], [16.610, 5.075, 17.540], [15.539, 4.286, 18.155], [15.661, 2.917, 18.404], [14.452, 4.946, 18.623], [13.451, 4.488, 19.095], [16.885, 4.619, 16.589], [17.411, 4.752, 18.204], [16.630, 6.162, 17.458], [16.091, 2.361, 17.571], [16.552, 2.889, 19.032], [14.812, 2.356, 18.794], [14.439, 6.030, 18.434], [11.725, 7.589, 20.371], [13.092, 7.968, 20.794], [13.361, 9.359, 20.688], [13.725, 7.073, 21.635], [14.796, 7.293, 22.317], [11.505, 7.678, 19.308], [11.097, 8.435, 20.649], [11.384, 6.610, 20.711], [14.392, 9.457, 21.026], [13.286, 9.854, 19.719], [12.747, 9.920, 21.392], [13.191, 6.123, 21.477], [11.387, 4.011, 16.883], [10.248, 4.646, 16.317], [9.554, 5.677, 17.165], [10.097, 4.674, 14.987], [9.190, 5.339, 14.488], [11.846, 4.888, 17.340], [12.060, 3.608, 16.126], [11.240, 3.237, 17.636], [8.737, 5.289, 17.773], [10.154, 5.885, 18.051], [9.276, 6.528, 16.544], [10.832, 4.049, 14.456], [13.683, 14.533, 14.238], [12.699, 15.260, 15.045], [11.375, 15.431, 14.480], [12.960, 15.451, 16.372], [12.119, 15.798, 17.228], [13.632, 14.807, 13.184], [13.569, 13.453, 14.140], [14.663, 14.884, 14.563], [10.765, 16.057, 15.131], [11.256, 15.749, 13.444], [10.792, 14.514, 14.397], [14.006, 15.154, 16.543]],
  "forces_ev_per_a": [[-0.516, -0.428, -0.016], [1.494, -0.472, 2.295], [-0.150, 1.840, 0.602], [1.147, 0.719, 0.745], [1.865, -0.717, -2.090], [1.691, 0.432, 0.443], [0.665, 0.634, -1.971], [-0.536, 0.949, 0.598], [-1.256, -0.089, 1.240], [-0.457, -1.195, -0.903], [-0.137, -0.235, 2.090], [-0.210, 0.168, -0.044], [0.361, -0.092, -0.001], [-0.010, 0.188, -0.249], [-0.631, -0.475, -0.283], [0.254, -0.912, -0.258], [0.284, -0.006, -0.588], [-1.054, -0.084, -0.615], [-0.361, 0.187, 0.150], [-0.262, 0.385, 0.154], [-1.108, 0.466, 0.096], [-0.353, 0.270, -0.088], [0.063, -0.307, 0.035], [-0.275, 0.180, 0.046], [-0.073, -0.250, -0.235], [-0.149, -0.381, -0.174], [0.109, 0.311, 0.763], [-0.092, -0.632, 0.040], [0.305, -0.491, -0.992], [-0.470, -0.286, -0.478], [1.582, 0.224, -0.851], [-0.473, -0.345, 0.634], [-0.611, -0.165, 0.343], [-0.992, 1.610, -0.029], [-2.008, -1.899, -1.787], [1.683, -0.001, 0.845], [-1.704, 1.623, -2.941], [-0.070, -0.053, -0.729], [-1.364, 0.180, -0.420], [1.508, -1.585, 0.840], [-0.208, 0.217, 0.962], [-0.527, -0.048, -0.006], [0.423, -0.030, 0.183], [-0.545, 0.309, 0.384], [-0.047, 0.570, 0.153], [0.125, -0.017, 0.441], [0.323, -0.373, 0.035], [0.419, -0.148, 0.171], [0.196, -0.349, -0.958], [0.859, 1.071, 0.213], [0.900, 0.060, 0.972], [-0.183, -0.624, 0.191], [0.080, -0.209, 0.623], [-0.462, -0.137, 0.356], [-0.303, 0.755, 0.520], [0.363, 0.060, -0.190], [0.416, 0.340, -0.500], [0.265, -0.335, -0.064], [0.372, -0.569, 0.710], [-0.094, -0.317, -0.160], [0.955, 1.420, -1.136], [0.568, -0.701, -1.248], [-0.551, 2.479, 1.400], [-1.602, -0.592, -1.788], [1.062, -0.272, 1.075], [-1.528, 1.044, 0.931], [-0.197, -1.227, 1.451], [0.923, 0.511, 0.121], [-0.819, -0.470, -0.459], [2.470, 0.310, 1.449], [-1.153, -0.036, 0.818], [-0.101, 0.410, -0.067], [0.250, -0.781, 0.174], [-0.356, -0.848, -0.361], [0.410, -0.847, -0.813], [0.088, -0.930, 0.098], [0.045, 0.501, -0.174], [0.441, 0.322, 0.298], [0.077, -0.142, 0.515], [-0.570, -0.058, -0.769], [0.768, 0.149, -0.251], [-0.218, -0.277, 0.429], [0.222, 0.163, -0.901], [-0.156, 0.035, 0.211], [0.274, -0.090, -0.342], [-0.350, -0.532, 0.203], [-0.207, 0.418, -0.233], [0.156, 0.310, 0.464], [0.116, -0.066, -0.042], [-0.961, -0.262, -1.052], [0.379, -0.412, 0.892], [-0.666, -0.206, -1.327], [-0.394, 1.726, 0.562], [2.529, -0.201, 1.702], [-1.705, 0.339, -0.591], [0.038, -1.746, -0.357], [1.485, -1.035, 2.017], [-0.581, -0.279, 0.406], [-1.920, 0.154, -0.802], [-0.606, -2.741, -3.010], [-0.981, 1.362, 0.984], [-0.099, 0.991, 0.265], [-0.497, -0.330, 0.322], [0.112, 0.366, -0.120], [0.515, -0.652, -0.623], [0.655, -0.513, -0.579], [0.069, 0.716, -0.169], [-0.404, -0.121, 0.780], [-0.032, 1.153, -0.182], [0.159, -0.306, 0.072], [0.473, 0.479, 0.357], [-0.215, 0.735, -0.087], [0.004, 0.005, 0.087], [-0.179, 0.608, -0.214], [0.208, 0.079, -0.200], [0.624, -0.183, -0.271], [0.852, -0.004, 0.090], [0.254, -0.343, -0.351], [-0.114, 0.370, 0.462], [0.023, 0.083, -0.138], [0.607, 1.304, -1.097], [-0.765, 1.424, -0.092], [0.987, -1.459, 0.594], [0.562, -0.964, -0.363], [-1.738, 1.802, 0.256], [2.147, -1.434, -0.770], [0.000, -0.134, -1.046], [-1.281, 0.257, -0.037], [-0.385, 1.239, -0.203], [2.661, 0.186, 1.702], [-0.061, 0.084, 0.444], [0.004, -0.407, -0.115], [-0.744, -0.861, 0.071], [0.396, -0.254, 0.565], [-0.110, 0.498, 0.456], [0.459, 0.269, -0.321], [-0.835, -0.071, -0.184], [-0.206, 0.000, -0.542], [-0.076, 0.148, 0.310], [0.236, -0.113, -0.502], [-0.024, -0.308, 0.119], [-0.668, 0.717, -0.181], [-0.861, 0.470, 0.650], [0.456, 0.016, 0.413], [-0.411, -0.084, 0.404], [-0.255, -0.653, -0.100], [0.204, -0.386, -0.027], [-0.516, -0.735, -0.266], [0.685, -0.229, 0.124], [-0.557, -0.396, -0.127], [-0.014, 1.063, -0.187], [-0.548, 6.277, 0.447], [-0.014, -0.686, 0.223], [1.727, -5.351, -0.915], [-1.038, 1.761, 2.464], [1.131, -0.579, -0.444], [0.105, -0.976, -0.510], [-0.927, -0.759, -0.814], [-0.319, -0.214, 0.031], [0.247, 0.656, -0.533], [-0.533, 0.053, 0.303], [0.267, -1.205, -0.082], [-0.516, -0.045, 0.229], [1.515, 0.372, 1.288], [-1.115, 0.851, -2.714], [-0.339, -1.541, 0.581], [-0.288, 1.432, -0.281], [0.279, 0.158, -0.133], [0.226, -0.098, 0.023], [-0.112, 0.055, -0.267], [1.026, -0.097, 1.078], [-0.657, -0.890, -0.628], [0.164, 0.243, 0.656], [-0.088, -0.160, -0.515], [1.479, -2.553, 0.731], [-3.060, 3.427, -0.693], [2.613, -1.608, 0.006], [0.350, 1.212, -1.337], [-1.064, -1.367, 1.181], [-0.293, 0.224, -0.276], [0.992, 0.711, -0.149], [-1.023, -0.231, 0.374], [-0.578, 0.088, -0.757], [-0.139, -0.771, 1.080], [-0.009, 0.785, 0.097], [0.740, 0.180, -0.040], [-0.211, 1.232, -0.435], [-1.186, -2.009, -0.306], [1.482, 0.779, 1.216], [3.321, 1.902, 0.634], [-4.194, -0.872, -2.529], [0.885, -0.479, -0.249], [-0.534, -0.353, 0.937], [0.171, 0.268, 0.273], [0.102, 0.336, 0.002], [-0.279, -0.674, -0.302], [-0.213, 0.144, 0.048], [0.561, -0.277, 0.818], [1.146, 0.935, 0.634], [-1.109, 0.282, 0.559], [0.368, -1.298, 0.177], [-1.878, 1.056, 0.372], [0.981, -0.533, -0.704], [1.010, -0.720, 0.519], [-0.119, 0.052, -0.137], [-0.457, 0.113, 0.017], [-0.863, -0.386, -1.015], [1.009, 0.640, -0.601], [0.017, -0.101, 0.330], [-0.153, 0.066, -0.248], [0.039, 0.728, -0.596], [-0.183, -0.291, -0.714], [-1.293, -0.346, 0.474], [-2.079, -0.172, 0.330], [1.898, -0.459, -1.562], [-0.256, 0.610, -0.007], [0.035, -0.080, 0.947], [0.180, -0.577, 0.074], [0.297, 0.214, -0.048], [1.095, 0.721, 0.021], [0.251, -0.711, 0.556], [-0.031, 0.395, 0.637]],
  "lowdin_charge": [-0.0104, -0.4420, -0.0285, -0.0829, -0.1689, -0.1342, -0.4376, -0.0132, -0.0217, -0.0933, -0.0206, 0.0782, 0.0744, 0.0708, 0.0597, 0.0661, 0.0641, 0.0904, 0.1124, 0.0972, 0.0747, 0.1170, 0.0895, 0.0602, 0.0660, 0.0557, 0.0613, 0.0544, 0.0703, 0.0069, -0.0525, -0.4787, -0.0363, -0.0996, -0.1424, -0.1846, -0.5061, -0.0233, -0.0191, -0.1073, -0.0285, 0.0813, 0.0793, 0.0818, 0.0718, 0.0771, 0.0751, 0.1076, 0.1111, 0.1145, 0.1014, 0.1307, 0.1203, 0.0646, 0.0805, 0.0720, 0.0602, 0.0840, 0.0859, 0.0807, -0.0236, -0.4751, -0.0549, -0.1431, -0.1899, -0.1052, -0.4581, -0.0291, -0.0495, -0.1088, -0.0263, 0.0815, 0.0777, 0.0800, 0.0834, 0.0830, 0.0608, 0.1260, 0.1206, 0.1061, 0.0807, 0.1008, 0.1134, 0.0804, 0.0777, 0.0738, 0.0779, 0.0781, 0.0892, 0.0749, -0.0413, -0.4140, -0.0314, -0.1672, -0.1353, -0.1153, -0.5298, -0.0136, -0.0287, -0.1179, -0.0301, 0.0802, 0.0722, 0.0681, 0.0764, 0.0713, 0.0465, 0.1144, 0.1100, 0.0849, 0.1011, 0.1117, 0.1166, 0.0641, 0.0789, 0.0683, 0.0866, 0.0918, 0.0695, 0.1011, -0.0600, -0.4957, -0.0241, -0.1407, -0.1486, -0.1273, -0.4520, -0.0368, -0.0268, -0.1077, -0.0118, 0.0856, 0.0841, 0.0695, 0.0920, 0.0842, 0.0672, 0.1176, 0.0973, 0.1024, 0.1036, 0.0712, 0.1072, 0.0774, 0.0851, 0.0698, 0.0839, 0.0787, 0.0631, 0.0678, -0.0307, -0.1491, 0.0084, -0.3662, -0.0534, 0.0827, 0.0849, 0.0815, 0.0614, 0.0802, 0.0982, 0.1355, -0.0377, -0.1713, -0.0386, -0.2715, -0.0319, 0.0920, 0.0790, 0.0903, 0.0881, 0.0991, 0.0737, 0.1521, -0.0258, -0.1967, -0.0627, -0.3550, 0.0087, 0.0684, 0.0890, 0.0852, 0.0898, 0.0923, 0.1039, 0.1254, -0.0484, -0.1792, -0.0680, -0.2609, -0.0585, 0.0480, 0.0654, 0.0920, 0.0886, 0.0733, 0.0953, 0.1171, -0.0785, -0.1711, -0.0011, -0.3350, -0.0182, 0.0554, 0.0892, 0.0947, 0.0865, 0.0657, 0.0876, 0.1342, -0.0502, -0.1678, -0.0574, -0.3092, -0.0253, 0.0859, 0.0536, 0.0839, 0.0846, 0.0855, 0.0753, 0.1029]
}